--- one ---
# CH3O4S

The ion CH3O4S with charge -1 (ωB97M-V/def2-TZVPD, the OMol25 dataset).

Output
Lowest unoccupied orbital energy: 4.1633 eV
Net charge: -1
Structure (SMILES): C=[S@](=O)([O-])OO

Atoms and positions in Å:
C: -0.97 0.15 -0.01
S: 0.53 0.91 -0.09
O: 0.59 2.20 0.57
O: 0.98 0.84 -1.45
O: 2.14 0.03 0.78
O: 2.44 -1.16 0.05
H: -0.81 -0.67 -0.86
H: -1.42 -0.24 0.91
H: 2.03 -0.89 -0.89


--- two ---
# CH3O4S

A cluster of 2 separate species, CH3O4S in total (ωB97M-V/def2-TZVPD, the OMol25 dataset).

Output
Lowest unoccupied orbital energy: 3.9293 eV
Net charge: -1

Atoms and positions in Å:
C: 1.91 0.19 0.14
O: -2.53 1.24 -0.45
O: -0.26 -0.10 0.12
O: -2.62 -1.19 -0.21
O: 2.44 -0.80 -0.31
S: -2.17 0.09 0.38
H: 1.72 1.10 -0.45
H: 1.76 0.34 1.22
H: -0.25 -0.88 -0.44


Which one sits at the bottom of the stability order? one does.